1.
Computed, not measured: 2 unconnected molecules or ions with the total composition C4H10O2 at a distorted geometry, with wB97M-V/def2-TZVPD.

Positions of all 16 atoms, in Å:
C1 0.865166 -1.574156 2.311478
C2 -0.456201 -1.343886 2.308264
O1 -1.070875 -0.623379 1.361871
H1 1.340263 -2.147207 3.100542
H2 1.534819 -1.467458 1.465546
H3 -1.120164 -1.625812 3.109112
H4 -0.651932 -0.479994 0.491271
C3 0.271053 1.821175 -1.921013
C4 -0.615149 0.650126 -1.522317
O2 0.191434 -0.428176 -0.940104
H5 -0.152436 2.255372 -2.835749
H6 0.289959 2.611946 -1.181268
H7 1.177089 1.362704 -2.315999
H8 -1.144311 0.209294 -2.360232
H9 -1.344088 0.874602 -0.741944
H10 0.885375 -0.095150 -0.329457

Atoms 1-6, force components in eV/Å:
C -0.1 -1.1 0.4
C 1.8 0.6 -0.8
O -1.8 0.3 0.3
H -0.4 0.1 0.2
H -0.3 0.6 -0.2
H 0.0 0.0 0.2

Computed properties:
Molecular weight in g/mol: 90.12
HOMO energy in eV: -8.61
Orbital gap in eV: 9.51
Total energy in eV: -8403.5067
SMILES: C=CO.CCO
Energy relative to the best compared isomer or geometry (same formula, charge and spin) in kJ/mol: 196.9

=====

2.
Computed, not measured: 6 unconnected molecules or ions with the total composition C16H44BNO17S6 at a distorted geometry, with wB97M-V/def2-TZVPD.

Positions of all 85 atoms, in Å:
C1 -3.481352 -6.569406 -2.263727
C2 -4.344371 -5.726856 -1.342405
O1 -3.617722 -5.291228 -0.200597
S1 -2.517161 -4.104059 -0.383228
C3 -2.221785 -3.796171 1.338818
O2 -3.167294 -2.943206 -0.957121
O3 -1.311810 -4.668496 -0.952044
H1 -2.672088 -5.976117 -2.698887
H2 -4.074096 -6.979357 -3.085866
H3 -3.016891 -7.392908 -1.711847
H4 -4.774880 -4.871926 -1.873832
H5 -5.179741 -6.336074 -0.979882
H6 -3.132195 -3.402834 1.793613
H7 -1.416854 -3.062351 1.414465
H8 -1.917197 -4.728871 1.817404
C4 4.146312 -1.692866 2.513752
C5 3.474097 -3.044683 2.358056
O4 2.802365 -3.433656 3.549271
S2 1.402003 -2.694172 3.931509
C6 0.918019 -3.781965 5.246785
O5 0.470723 -2.851966 2.832681
O6 1.699554 -1.399291 4.505755
H9 3.407685 -0.897858 2.650345
H10 4.739845 -1.448652 1.628655
H11 4.796489 -1.683959 3.394458
H12 2.784007 -3.049138 1.508108
H13 4.239243 -3.802702 2.157122
H14 0.723551 -4.774453 4.837460
H15 0.010080 -3.377575 5.698721
H16 1.717014 -3.815268 5.989915
C7 -3.388153 0.177129 -0.694240
C8 -3.704980 1.661382 -0.706171
O7 -4.526397 2.028426 0.394768
S3 -3.855007 2.104280 1.877144
C9 -5.211404 2.893356 2.704810
O8 -2.735639 3.023683 1.840822
O9 -3.728587 0.761139 2.401551
H17 -2.773482 -0.088590 0.170537
H18 -2.839735 -0.111435 -1.594955
H19 -4.307616 -0.413585 -0.630243
H20 -2.789945 2.262342 -0.720831
H21 -4.262943 1.899874 -1.618428
H22 -5.345057 3.896492 2.297073
H23 -4.968148 2.949314 3.767742
H24 -6.110615 2.290786 2.563126
C10 1.852183 3.436133 1.958664
C11 2.240412 3.827048 0.544453
O10 3.650178 3.947882 0.404905
S4 4.548292 2.589476 0.359275
C12 6.076793 3.339912 -0.138736
O11 4.072642 1.746266 -0.718852
O12 4.710697 2.091775 1.708693
H25 2.210471 2.432136 2.203378
H26 0.765649 3.441665 2.080038
H27 2.297115 4.123483 2.685325
H28 1.840658 3.117514 -0.187268
H29 1.808355 4.807108 0.313750
H30 5.962692 3.753166 -1.142030
H31 6.846287 2.565312 -0.136874
H32 6.337257 4.120727 0.578365
C13 3.907394 7.047011 -0.613130
C14 4.251719 8.335405 0.111448
O13 3.831213 9.476599 -0.625005
S5 2.242463 9.834270 -0.668601
C15 2.388031 11.442952 -1.402382
O14 1.756251 9.985526 0.687984
O15 1.593631 8.961636 -1.623870
H33 2.824473 6.909895 -0.682024
H34 4.320664 6.182005 -0.087498
H35 4.296239 7.063538 -1.636350
H36 3.825554 8.349633 1.119831
H37 5.339842 8.404281 0.219424
H38 2.907510 12.106854 -0.709725
H39 1.379957 11.815513 -1.595039
H40 2.934808 11.354121 -2.343067
O16 -3.622329 -9.529884 -2.990125
N1 -2.912839 -9.032145 -3.879937
O17 -3.714622 -8.354298 -4.727948
C16 -4.286341 -9.370073 -5.669857
B1 -3.002975 -10.194550 -6.309361
S6 -1.856763 -9.181637 -7.447735
H41 -5.067644 -10.040062 -5.113026
H42 -4.829313 -8.843494 -6.580336
H43 -2.728037 -11.318583 -6.095861
H44 -0.936415 -8.480645 -6.621054

Atoms 1-6, force components in eV/Å:
C 0.2 0.2 -0.1
C -0.3 -0.4 -1.0
O 0.7 0.9 0.5
S -0.1 -0.2 0.4
C -0.2 -0.1 0.0
O 0.6 -1.1 0.0

Computed properties:
Molecular weight in g/mol: 725.73
HOMO energy in eV: -9.40
Orbital gap in eV: 8.26
Total energy in eV: -119283.5382
SMILES: CCOS(C)(=O)=O.CCOS(C)(=O)=O.CCOS(C)(=O)=O.CCOS(C)(=O)=O.CCOS(C)(=O)=O.O=NOCBS

=====

3.
Computed, not measured: a molecular structure, C30H64AsCsF6O10S4 at a distorted geometry, with wB97M-V/def2-TZVPD.

Positions of all 116 atoms, in Å:
Cs1 7.804335 -4.224343 1.690774
O1 4.722795 -10.317523 3.427764
C1 4.657765 -9.236783 4.351734
C2 5.713685 -9.164193 5.552964
O2 7.033495 -8.767983 5.425834
H1 3.648985 -9.233853 4.764594
H2 4.647965 -8.341873 3.729534
H3 5.623365 -10.008293 6.236654
H4 5.222945 -8.445353 6.209124
As1 1.862575 -1.799393 2.185344
F1 0.649135 -2.253273 3.428584
F2 0.885045 -0.280493 2.028834
F3 3.146495 -1.277443 0.964724
F4 2.851665 -3.321183 2.447264
F5 0.984625 -2.632613 0.859814
F6 2.782115 -0.967663 3.484284
C3 -7.047335 3.628007 -5.650946
C4 -6.487155 4.124227 -4.251036
C5 -4.953975 4.212137 -4.167196
C6 -4.576385 4.772197 -2.775006
C7 -3.047955 5.010207 -2.550306
C8 -2.184205 3.707057 -2.778146
H5 -6.506035 2.847397 -6.185476
H6 -6.923385 4.534257 -6.243766
H7 -8.098355 3.343147 -5.602886
H8 -7.026545 5.035977 -3.994406
H9 -6.960145 3.396997 -3.591086
H10 -4.569855 4.940587 -4.881286
H11 -4.522225 3.227217 -4.344996
H12 -5.158775 5.667167 -2.556006
H13 -5.044895 4.128347 -2.030666
H14 -2.805915 5.816827 -3.242326
H15 -2.922705 5.507007 -1.588226
H16 -1.132505 3.695887 -2.491966
H17 -2.553615 2.742877 -2.428856
H18 -2.140535 3.479067 -3.843146
C9 5.054225 4.277997 -9.801156
C10 4.974325 3.131797 -8.845256
C11 3.853085 2.101867 -9.016546
C12 3.948495 0.999697 -7.941546
C13 3.981525 1.629987 -6.565686
C14 4.028195 0.695157 -5.411156
H19 5.538105 5.188447 -9.447556
H20 4.030995 4.569187 -10.038476
H21 5.633405 3.992637 -10.679346
H22 5.974025 2.704657 -8.766216
H23 4.811125 3.582067 -7.866116
H24 3.793535 1.527577 -9.941066
H25 2.890905 2.579107 -8.830646
H26 3.061845 0.371197 -8.024926
H27 4.842605 0.436547 -8.208966
H28 4.962465 2.103047 -6.520186
H29 3.294925 2.476417 -6.550066
H30 4.974655 0.155027 -5.387036
H31 3.905865 1.194727 -4.450136
H32 3.140165 0.066797 -5.479516
C15 -1.999185 2.821807 7.860814
C16 -0.742295 1.917197 8.155164
C17 0.462225 2.552617 7.550394
S1 0.325845 4.304417 8.140624
O3 0.894145 5.284117 7.206474
O4 0.510015 4.583727 9.570814
C18 -1.531645 4.275527 7.796954
H33 -2.758075 2.639957 8.621814
H34 -2.552305 2.705657 6.928784
H35 -0.811835 0.903497 7.760604
H36 -0.675915 1.914237 9.243134
H37 0.355715 2.448777 6.470594
H38 1.482685 2.238947 7.770344
H39 -1.684235 4.484087 6.738024
H40 -1.996545 5.092807 8.348334
C19 -4.942995 -6.767983 3.486034
C20 -5.378365 -7.221973 4.844774
C21 -4.101215 -7.963043 5.363604
S2 -2.568155 -7.195813 4.482054
O5 -2.145425 -8.261763 3.555814
O6 -1.715895 -6.571943 5.429714
C22 -3.642965 -5.991543 3.643234
H41 -5.759925 -6.125863 3.156774
H42 -5.029035 -7.624083 2.816874
H43 -6.285195 -7.808763 4.698384
H44 -5.597065 -6.369153 5.487404
H45 -3.945425 -9.029073 5.198074
H46 -3.926825 -7.751863 6.418634
H47 -3.070545 -5.598093 2.803214
H48 -3.591145 -5.236783 4.427934
C23 -6.887245 -2.548583 -3.142516
C24 -6.045375 -2.659333 -1.806196
C25 -4.800425 -1.860113 -1.967886
S3 -4.102375 -2.322373 -3.657076
O7 -3.501175 -3.597933 -3.530446
O8 -3.490225 -1.131563 -4.193336
C26 -5.823085 -2.417963 -4.314616
H49 -7.574635 -1.709833 -3.032576
H50 -7.467675 -3.465523 -3.244636
H51 -5.759075 -3.707903 -1.724796
H52 -6.639575 -2.471213 -0.911956
H53 -3.961845 -1.854683 -1.271576
H54 -5.005485 -0.790763 -2.018166
H55 -5.648125 -3.350773 -4.850666
H56 -6.068915 -1.553643 -4.931546
C27 5.965245 4.222047 3.341834
C28 5.480215 3.941797 1.940054
C29 6.841195 3.710647 1.109814
S4 8.193175 3.335587 2.270704
O9 9.088115 4.466307 2.579234
O10 8.799445 2.046477 1.898234
C30 7.100805 3.232037 3.744384
H57 4.998315 4.212077 3.844864
H58 6.319745 5.249437 3.424864
H59 4.935015 4.799397 1.545884
H60 4.817435 3.076457 1.938844
H61 7.100925 4.633957 0.591994
H62 6.794515 2.993267 0.290494
H63 7.777735 3.331097 4.592944
H64 6.716025 2.213657 3.689934

Atoms 1-6, force components in eV/Å:
Cs -0.3 -0.2 0.2
O 0.3 1.4 1.8
C -0.1 -2.7 -2.8
C 1.6 1.4 0.8
O -1.4 -0.6 -0.7
H -0.3 -0.1 1.0

Computed properties:
Molecular weight in g/mol: 1034.92
HOMO energy in eV: 0.81
Orbital gap in eV: 1.66
Charge: -2
Total energy in eV: -173648.1853